The following is a DFT calculation (wB97M-V/def2-TZVPD) of C2H8NOPS in the gas phase at a distorted geometry.

XYZ file:
```
14
Properties=species:S:1:pos:R:3:forces:R:3:mulliken_charge:R:1
C -1.685 -0.639 0.903 0.2282 0.1517 -0.4635 -1.03
P -0.559 -0.282 -0.553 -0.4251 0.1198 0.8638 0.17
N -1.386 0.999 -1.297 -0.4210 0.2540 -0.0103 -0.51
S 0.802 0.958 0.532 0.1423 -0.1051 -0.1087 -0.18
C 2.312 -0.079 0.361 -0.1441 0.3987 0.6618 -0.29
O 2.312 -0.806 -0.802 0.4926 -0.5201 -0.9106 -0.49
H -1.234 -1.392 1.542 0.0617 -0.0620 0.0872 0.30
H -1.845 0.273 1.482 -0.0460 -0.0638 0.0087 0.35
H -2.641 -1.012 0.535 -0.0413 -0.0572 -0.0317 0.33
H -1.886 1.631 -0.676 0.0547 -0.0675 -0.2612 0.23
H -1.960 0.737 -2.085 0.0358 0.0045 -0.0183 0.25
H 2.337 -0.791 1.188 0.1157 0.0793 -0.1295 0.26
H 3.155 0.616 0.438 -0.0470 -0.0744 0.1015 0.28
H 2.277 -0.215 -1.567 -0.0065 -0.0579 0.2108 0.32
```
Positions in Å, forces in eV/Å.

## Properties
- structure (SMILES) = CP(N)SCO
- relative energy (zero: lowest compared OMol25 entry of this formula, charge and spin) (eV) = 2.231
- E_HOMO (hartree) = -0.3216
- calculated total energy (a.u.) = -950.5420
- multiplicity = 1
- orbital gap (eV) = 9.659

---

The following is a DFT calculation (wB97M-V/def2-TZVPD) of 2 unconnected molecules or ions with the total composition C2H8NPS at a distorted geometry.

XYZ file:
```
13
Properties=species:S:1:pos:R:3:forces:R:3:mulliken_charge:R:1
C 1.612 -2.045 -0.235 0.3910 -0.1288 -2.7863 -0.70
C -0.136 1.599 -0.722 -0.0722 -0.2600 0.2707 -1.21
N -0.136 0.205 1.629 0.5335 0.3973 0.2774 -0.51
P -0.262 -0.103 -0.020 -0.2771 -0.0416 -0.4415 0.51
S -2.355 -0.346 -0.284 -0.3719 0.4099 -0.2427 -0.37
H 1.091 -2.719 -0.937 -0.3278 -0.3383 1.3492 0.30
H 2.301 -1.454 -0.864 0.2811 0.2121 1.3751 0.30
H -0.440 1.579 -1.766 -0.0008 0.0276 -0.0023 0.35
H -0.780 2.281 -0.164 0.0353 0.1222 -0.0684 0.37
H 0.905 1.926 -0.655 -0.0995 -0.0064 0.0068 0.33
H 0.475 -0.447 2.098 0.0302 0.0981 0.1077 0.26
H 0.051 1.164 1.900 -0.1395 -0.2104 0.1485 0.23
H -2.326 -1.640 0.022 0.0178 -0.2818 0.0058 0.13
```
Positions in Å, forces in eV/Å.

## Properties
- relative energy (zero: lowest compared OMol25 entry of this formula, charge and spin) (eV) = 0.937
- E_HOMO (spin up / spin down) (hartree) = -0.2562 / -0.3231
- calculated total energy (a.u.) = -875.1317
- multiplicity = 3
- orbital gap (spin up / spin down) (eV) = 7.885 / 7.862
- <S²> = 2.010

---

The following is a DFT calculation (wB97M-V/def2-TZVPD) of 2 unconnected molecules or ions with the total composition C2H8NS at a distorted geometry.

XYZ file:
```
12
Properties=species:S:1:pos:R:3:forces:R:3:mulliken_charge:R:1
S -3.240 -0.614 -0.366 -0.0871 -0.0168 -0.0512 -0.88
H -2.934 -1.419 -1.397 -0.0072 0.0004 -0.0228 -0.07
C 0.760 -0.439 -0.679 0.5721 0.6233 0.0690 -1.22
C 0.141 0.033 0.634 0.5638 0.7329 -1.1089 0.06
N 0.956 1.108 1.257 0.2438 -0.4620 0.2957 -0.62
H 0.168 -1.227 -1.138 -0.0336 0.1309 -0.1315 0.29
H 0.932 0.413 -1.348 -0.6696 -0.0581 -0.2129 0.32
H 1.786 -0.767 -0.539 0.2709 -0.6328 0.3520 0.35
H -0.790 0.505 0.348 -0.6138 -0.6876 0.3672 0.12
H 0.015 -0.861 1.246 -0.2352 0.4344 0.4242 0.19
H 1.775 1.301 0.695 0.0913 -0.0496 0.0022 0.20
H 0.430 1.969 1.287 -0.0955 -0.0151 0.0169 0.25
```
Positions in Å, forces in eV/Å.

## Properties
- net charge = -1
- relative energy (zero: lowest compared OMol25 entry of this formula, charge and spin) (eV) = 0.409
- E_HOMO (hartree) = -0.0921
- calculated total energy (a.u.) = -533.9560
- multiplicity = 1
- orbital gap (eV) = 6.530

---

The following is a DFT calculation (wB97M-V/def2-TZVPD) of 2 unconnected molecules or ions with the total composition C2H8NS at a distorted geometry.

XYZ file:
```
12
Properties=species:S:1:pos:R:3:forces:R:3:mulliken_charge:R:1
S 1.564 1.815 -3.182 0.2920 -0.0624 -0.0553 -0.89
H 0.381 2.331 -2.854 -0.3051 0.1324 0.0767 -0.10
C 0.800 0.493 0.798 -2.1508 -1.3130 -2.2217 -0.76
N -0.232 -0.359 -0.029 0.0194 0.2613 0.8426 -0.30
C -1.080 -1.432 0.592 4.1297 -0.6568 0.3427 -0.74
H 0.573 1.547 0.586 0.5930 -0.3962 -0.2097 0.30
H 1.770 0.139 0.452 0.0228 0.5741 0.0694 0.20
H 0.702 0.357 1.846 -0.2186 -0.3847 1.1683 0.32
H -0.923 0.240 -0.470 0.6668 0.3411 -0.0994 0.18
H -1.674 -1.004 1.373 -1.1628 -0.1657 0.3819 0.29
H -1.567 -1.946 -0.273 0.0066 0.3065 1.1631 0.28
H -0.314 -2.181 1.161 -1.8930 1.3633 -1.4585 0.21
```
Positions in Å, forces in eV/Å.

## Properties
- net charge = -1
- relative energy (zero: lowest compared OMol25 entry of this formula, charge and spin) (eV) = 1.545
- E_HOMO (hartree) = -0.0823
- calculated total energy (a.u.) = -533.9143
- multiplicity = 1
- orbital gap (eV) = 5.783

---

The following is a DFT calculation (wB97M-V/def2-TZVPD) of C2H8NS in the gas phase at a distorted geometry.

XYZ file:
```
12
Properties=species:S:1:pos:R:3:forces:R:3:mulliken_charge:R:1
C -0.074 0.452 0.674 0.7035 -0.4188 0.8142 -1.31
C -0.950 -0.090 -0.431 -0.5590 0.1974 0.0892 -0.44
S -0.744 -1.904 -0.533 0.0352 0.1666 -0.1109 -0.23
N 1.383 0.493 0.277 -0.4369 -0.4236 -0.5447 -2.07
H -0.113 -0.214 1.534 -0.0415 -0.2132 0.0198 0.36
H -0.340 1.413 1.097 -0.1343 0.3577 -0.5424 0.55
H -0.760 0.377 -1.400 0.0828 -0.0618 0.1819 0.43
H -1.990 0.120 -0.150 0.1867 -0.0137 -0.0995 0.31
H -1.635 -2.059 -1.525 0.0113 -0.0533 -0.0148 0.14
H 2.073 0.682 1.055 -0.2234 0.2683 0.1092 1.04
H 1.508 1.178 -0.511 0.2706 0.1347 0.1353 0.85
H 1.642 -0.449 -0.089 0.1049 0.0599 -0.0372 0.36
```
Positions in Å, forces in eV/Å.

## Properties
- relative energy (zero: lowest compared OMol25 entry of this formula, charge and spin) (eV) = 1.974
- E_HOMO (spin up / spin down) (hartree) = -0.1374 / -0.3542
- calculated total energy (a.u.) = -533.8122
- multiplicity = 2
- orbital gap (spin up / spin down) (eV) = 4.453 / 10.199
- <S²> = 0.751

---

The following is a DFT calculation (wB97M-V/def2-TZVPD) of a gas-phase ion, C2H8NSe (charge +1) at a distorted geometry.

XYZ file:
```
12
Properties=species:S:1:pos:R:3:forces:R:3:mulliken_charge:R:1
C 1.134 -0.581 0.174 -0.3871 0.1262 -0.6822 -1.12
C -0.161 0.205 0.291 0.4947 1.4452 0.4072 -0.39
N -0.639 0.618 -1.099 0.0895 1.6653 -0.0634 -0.32
Se -1.724 -0.678 1.138 -1.2264 -0.6212 0.0290 0.13
H 1.020 -1.548 -0.364 0.0951 0.7233 0.0716 0.37
H 1.514 -0.819 1.167 0.1003 0.2491 -0.0012 0.38
H 1.783 0.147 -0.357 0.3538 -1.0032 0.3442 0.38
H 0.057 1.155 0.854 -0.4220 -0.7863 -0.4343 0.36
H 0.133 1.224 -1.519 -1.2019 -1.2246 0.1698 0.39
H -1.536 1.219 -1.110 1.4220 -1.2471 0.3021 0.39
H -0.834 -0.250 -1.623 0.1474 0.5092 -0.2128 0.38
H -0.748 -0.693 2.447 0.5346 0.1642 0.0700 0.06
```
Positions in Å, forces in eV/Å.

## Properties
- net charge = +1
- relative energy (zero: lowest compared OMol25 entry of this formula, charge and spin) (eV) = 0.000
- E_HOMO (spin up / spin down) (hartree) = -0.3621 / -0.5956
- calculated total energy (a.u.) = -2536.7600
- multiplicity = 3
- orbital gap (spin up / spin down) (eV) = 6.166 / 8.980
- <S²> = 2.006

---

Which formula does entry 6 have?
C2H8NSe

---

Repeat the fourth record exactly.
The following is a DFT calculation (wB97M-V/def2-TZVPD) of 2 unconnected molecules or ions with the total composition C2H8NS at a distorted geometry.

XYZ file:
```
12
Properties=species:S:1:pos:R:3:forces:R:3:mulliken_charge:R:1
S 1.564 1.815 -3.182 0.2920 -0.0624 -0.0553 -0.89
H 0.381 2.331 -2.854 -0.3051 0.1324 0.0767 -0.10
C 0.800 0.493 0.798 -2.1508 -1.3130 -2.2217 -0.76
N -0.232 -0.359 -0.029 0.0194 0.2613 0.8426 -0.30
C -1.080 -1.432 0.592 4.1297 -0.6568 0.3427 -0.74
H 0.573 1.547 0.586 0.5930 -0.3962 -0.2097 0.30
H 1.770 0.139 0.452 0.0228 0.5741 0.0694 0.20
H 0.702 0.357 1.846 -0.2186 -0.3847 1.1683 0.32
H -0.923 0.240 -0.470 0.6668 0.3411 -0.0994 0.18
H -1.674 -1.004 1.373 -1.1628 -0.1657 0.3819 0.29
H -1.567 -1.946 -0.273 0.0066 0.3065 1.1631 0.28
H -0.314 -2.181 1.161 -1.8930 1.3633 -1.4585 0.21
```
Positions in Å, forces in eV/Å.

## Properties
- net charge = -1
- relative energy (zero: lowest compared OMol25 entry of this formula, charge and spin) (eV) = 1.545
- E_HOMO (hartree) = -0.0823
- calculated total energy (a.u.) = -533.9143
- multiplicity = 1
- orbital gap (eV) = 5.783

---

Copy entry 1 word for word.
The following is a DFT calculation (wB97M-V/def2-TZVPD) of C2H8NOPS in the gas phase at a distorted geometry.

XYZ file:
```
14
Properties=species:S:1:pos:R:3:forces:R:3:mulliken_charge:R:1
C -1.685 -0.639 0.903 0.2282 0.1517 -0.4635 -1.03
P -0.559 -0.282 -0.553 -0.4251 0.1198 0.8638 0.17
N -1.386 0.999 -1.297 -0.4210 0.2540 -0.0103 -0.51
S 0.802 0.958 0.532 0.1423 -0.1051 -0.1087 -0.18
C 2.312 -0.079 0.361 -0.1441 0.3987 0.6618 -0.29
O 2.312 -0.806 -0.802 0.4926 -0.5201 -0.9106 -0.49
H -1.234 -1.392 1.542 0.0617 -0.0620 0.0872 0.30
H -1.845 0.273 1.482 -0.0460 -0.0638 0.0087 0.35
H -2.641 -1.012 0.535 -0.0413 -0.0572 -0.0317 0.33
H -1.886 1.631 -0.676 0.0547 -0.0675 -0.2612 0.23
H -1.960 0.737 -2.085 0.0358 0.0045 -0.0183 0.25
H 2.337 -0.791 1.188 0.1157 0.0793 -0.1295 0.26
H 3.155 0.616 0.438 -0.0470 -0.0744 0.1015 0.28
H 2.277 -0.215 -1.567 -0.0065 -0.0579 0.2108 0.32
```
Positions in Å, forces in eV/Å.

## Properties
- structure (SMILES) = CP(N)SCO
- relative energy (zero: lowest compared OMol25 entry of this formula, charge and spin) (eV) = 2.231
- E_HOMO (hartree) = -0.3216
- calculated total energy (a.u.) = -950.5420
- multiplicity = 1
- orbital gap (eV) = 9.659

---

Copy entry 6 word for word.
The following is a DFT calculation (wB97M-V/def2-TZVPD) of a gas-phase ion, C2H8NSe (charge +1) at a distorted geometry.

XYZ file:
```
12
Properties=species:S:1:pos:R:3:forces:R:3:mulliken_charge:R:1
C 1.134 -0.581 0.174 -0.3871 0.1262 -0.6822 -1.12
C -0.161 0.205 0.291 0.4947 1.4452 0.4072 -0.39
N -0.639 0.618 -1.099 0.0895 1.6653 -0.0634 -0.32
Se -1.724 -0.678 1.138 -1.2264 -0.6212 0.0290 0.13
H 1.020 -1.548 -0.364 0.0951 0.7233 0.0716 0.37
H 1.514 -0.819 1.167 0.1003 0.2491 -0.0012 0.38
H 1.783 0.147 -0.357 0.3538 -1.0032 0.3442 0.38
H 0.057 1.155 0.854 -0.4220 -0.7863 -0.4343 0.36
H 0.133 1.224 -1.519 -1.2019 -1.2246 0.1698 0.39
H -1.536 1.219 -1.110 1.4220 -1.2471 0.3021 0.39
H -0.834 -0.250 -1.623 0.1474 0.5092 -0.2128 0.38
H -0.748 -0.693 2.447 0.5346 0.1642 0.0700 0.06
```
Positions in Å, forces in eV/Å.

## Properties
- net charge = +1
- relative energy (zero: lowest compared OMol25 entry of this formula, charge and spin) (eV) = 0.000
- E_HOMO (spin up / spin down) (hartree) = -0.3621 / -0.5956
- calculated total energy (a.u.) = -2536.7600
- multiplicity = 3
- orbital gap (spin up / spin down) (eV) = 6.166 / 8.980
- <S²> = 2.006